{"formula": "C4H24B2ClN8NiO4", "method": "the ωB97M-V functional and the def2-TZVPD basis", "species": ["C", "N", "H", "H", "N", "H", "H", "H", "H", "Ni", "O", "H", "H", "O", "H", "C", "H", "H", "H", "H", "C", "B", "H", "H", "O", "H", "H", "H", "H", "N", "B", "O", "C", "N", "Cl", "H", "H", "H", "N", "N", "N", "H", "N", "H"], "coordinates": [[-15.091850, 12.506040, -11.565410], [-15.468560, 19.372450, -12.074990], [-17.985390, 19.563090, -13.881370], [-14.680940, 15.383920, -10.524170], [-14.866780, 12.765960, -12.788580], [-15.019220, 10.682920, -12.301800], [-13.267000, 17.971820, -11.968000], [-17.231370, 18.162520, -13.173930], [-13.998300, 18.332130, -16.968300], [-13.873080, 17.048470, -15.534970], [-13.007040, 16.590460, -9.227960], [-15.289490, 18.433060, -12.399910], [-14.635690, 13.693380, -13.115070], [-15.322300, 13.280640, -10.656530], [-11.874300, 15.556000, -15.049450], [-19.181180, 13.972500, -13.892610], [-20.042510, 15.109140, -15.102510], [-13.361670, 15.222310, -15.586950], [-17.897920, 12.743860, -13.079350], [-17.213270, 14.258130, -13.596410], [-13.381700, 16.786260, -10.416950], [-15.034150, 18.036300, -17.029430], [-15.124410, 19.752670, -11.204870], [-18.367500, 15.642230, -14.720320], [-20.073170, 13.256110, -13.518940], [-12.475540, 16.467130, -16.515580], [-14.686420, 11.896850, -13.270460], [-11.893260, 14.774420, -16.561840], [-12.293020, 18.447400, -10.569810], [-15.093930, 11.242270, -11.464150], [-12.407640, 15.528900, -15.987030], [-16.780730, 21.105560, -12.076200], [-16.582850, 19.927760, -12.365130], [-17.340140, 19.165860, -13.213560], [-15.649080, 16.030720, -14.017940], [-15.207820, 10.840040, -10.544720], [-14.467640, 16.400330, -12.002690], [-15.632290, 18.126120, -16.135900], [-12.899020, 17.793520, -11.044480], [-14.344370, 16.196150, -11.021250], [-18.026140, 13.701080, -13.374960], [-15.550210, 18.613690, -17.780800], [-19.195880, 15.089420, -14.552130], [-14.981190, 16.980330, -17.244750]], "atomic_forces_ev_per_a": [[-0.8, 2.7, 2.3], [4.6, -2.4, 2.3], [0.1, 0.0, 0.5], [-1.0, -1.0, -0.9], [1.1, 2.4, -5.3], [-0.1, -0.5, 1.0], [0.4, 0.5, 0.2], [-0.1, 0.2, -0.4], [4.4, 1.9, 0.5], [-0.8, -1.7, -1.7], [0.6, -1.0, 2.2], [-0.1, 0.1, 0.4], [-0.2, -0.3, -0.4], [0.2, 1.6, 1.4], [2.5, 0.8, 3.7], [0.1, -1.3, 2.6], [0.3, 1.1, -0.3], [-4.6, -1.4, 1.1], [0.1, 0.4, 0.2], [0.1, -0.4, 0.0], [-1.3, 0.9, -1.2], [-0.5, 0.6, 0.5], [0.6, -0.5, -0.1], [-0.3, -0.2, -0.4], [-3.3, -1.0, -1.1], [0.0, 4.3, -2.3], [0.5, 1.6, -1.3], [1.3, -2.5, -2.4], [0.1, 0.1, -0.5], [-0.4, -6.7, 2.8], [0.6, -0.2, 0.6], [-0.7, -0.6, 0.2], [-4.0, 3.4, -3.1], [-0.7, -0.3, 0.0], [0.8, 0.8, 0.4], [-0.1, -0.3, -0.4], [-0.8, -0.8, -0.6], [-2.1, 0.6, 3.7], [2.5, 2.8, -0.8], [-0.7, -2.2, 1.5], [5.2, -1.1, 1.4], [-1.5, 1.8, -2.7], [-2.1, 2.5, -2.5], [0.2, -4.6, -1.0]], "lowdin_charge": [-0.827, 0.147, 0.115, 0.117, 0.183, 0.122, 0.124, 0.040, -0.043, 0.561, 0.374, 0.034, 0.067, 0.024, -0.043, -0.823, 0.122, -0.071, 0.112, -0.024, -0.590, -0.392, 0.120, 0.068, 0.038, -0.040, 0.119, -0.014, 0.158, 0.170, -0.366, 0.031, -0.741, 0.165, 0.100, 0.137, 0.003, -0.068, 0.240, 0.259, 0.142, -0.014, 0.179, -0.016], "total_charge": 0, "homo_ev": [-9.22, -9.22], "spin_multiplicity": 4}

{"formula": "C5H7N2O2", "method": "the ωB97M-V functional and the def2-TZVPD basis", "species": ["H", "H", "N", "H", "C", "C", "C", "O", "C", "N", "C", "O", "H", "H", "H", "H"], "coordinates": [[2.830366, -0.672334, -1.972983], [-0.866240, 0.856600, -0.737934], [-0.572584, -2.024185, -0.490055], [0.091411, 2.650407, 1.019686], [-0.410005, 1.706462, 1.215069], [1.151735, 0.598727, -0.333579], [-0.099810, 0.937421, -0.077688], [1.960804, -1.053544, -2.126487], [-1.738085, -1.921771, 0.443283], [-0.032186, -1.030121, -0.998079], [1.175166, -0.536187, -1.212742], [-1.803229, -0.943590, 1.154310], [-1.501343, 1.909833, 1.345560], [0.068714, 1.233842, 2.050595], [1.969005, 1.143449, 0.147973], [-2.223718, -2.855009, 0.573070]], "atomic_forces_ev_per_a": [[0.8, 0.2, -0.5], [-2.2, -0.6, -1.8], [-1.5, -0.3, -1.0], [0.0, 0.5, 0.4], [-0.7, 0.3, -2.0], [3.2, -0.2, -1.0], [-0.5, 3.0, 4.8], [-0.5, 0.2, 1.6], [2.8, 2.3, 2.0], [-0.9, -3.1, -0.7], [-0.2, 1.1, 0.0], [-0.7, -1.4, -1.6], [1.1, -0.4, 0.0], [0.0, -0.2, 0.5], [0.0, -0.6, -0.3], [-0.8, -0.8, -0.3]], "lowdin_charge": [0.159, 0.106, 0.197, 0.097, -0.023, 0.018, -0.077, 0.241, -0.134, 0.074, -0.253, 0.115, 0.108, 0.089, 0.155, 0.129], "e_above_lowest_kcal_mol": 21.7, "total_charge": 1, "homo_ev": [-12.96, -14.87], "spin_multiplicity": 3}

{"formula": "C2H5NO2", "method": "the ωB97M-V functional and the def2-TZVPD basis", "species": ["H", "C", "H", "O", "H", "N", "C", "O", "H", "H"], "coordinates": [[0.447914, 1.024350, -0.765094], [-2.232145, -0.315172, 0.088024], [-3.018244, -0.233850, -0.682017], [1.317684, -0.610608, -1.491774], [1.585529, 0.786411, 1.321123], [1.899781, 0.275808, 0.517228], [1.187119, 0.225761, -0.622029], [-1.759860, 0.689613, 0.538441], [2.475488, -0.503367, 0.779624], [-1.903269, -1.338942, 0.316472]], "atomic_forces_ev_per_a": [[0.1, 0.2, 0.4], [-0.3, 0.3, -0.9], [-0.2, -0.2, 0.0], [0.2, -0.1, 0.2], [-0.3, 0.4, -0.2], [0.4, 0.0, 0.9], [-0.5, -0.2, -0.9], [0.3, -0.1, 0.5], [0.2, -0.3, -0.4], [0.2, 0.0, 0.4]], "lowdin_charge": [0.114, -0.137, 0.082, -0.001, 0.094, 0.126, -0.446, -0.019, 0.101, 0.085], "e_above_lowest_kcal_mol": 30.5, "total_charge": 0, "homo_ev": -9.92, "smiles": "NC=O.C=O"}

{"formula": "C4H7NO", "method": "the ωB97M-V functional and the def2-TZVPD basis", "species": ["H", "H", "N", "H", "C", "H", "O", "C", "C", "H", "C", "H", "H"], "coordinates": [[-0.274155, 2.375131, 1.447334], [1.294096, 0.798370, 2.509031], [1.949892, -1.337479, 0.169850], [-0.270593, -1.725147, -1.444868], [0.978477, 0.686507, 1.476054], [-0.192353, 1.406327, -0.135265], [-1.093827, 0.085695, -1.823603], [0.130841, 1.534273, 0.893801], [-0.269109, -0.778094, -2.012217], [-2.106439, -0.791189, 0.140190], [1.520787, -0.436415, 0.759448], [-2.205235, -1.163661, 0.778533], [0.537618, -0.654320, -2.758288]], "atomic_forces_ev_per_a": [[0.1, -0.1, 0.0], [0.0, 0.0, -0.1], [-0.4, 0.9, 0.6], [-0.1, 0.1, -0.1], [-0.1, 0.2, -0.1], [0.1, 0.0, 0.2], [0.4, -0.4, -0.1], [0.1, -0.1, 0.1], [-0.3, 0.2, 0.0], [0.0, 0.0, 0.1], [0.4, -0.8, -0.5], [0.0, 0.0, 0.0], [-0.1, 0.0, 0.1]], "lowdin_charge": [0.072, 0.101, 0.150, 0.068, -0.162, 0.048, -0.073, 0.045, -0.162, 0.017, -0.236, 0.046, 0.087], "e_above_lowest_kcal_mol": 77.7, "total_charge": 0, "homo_ev": -10.31, "smiles": "C=CC#N.[H][H].C=O"}

{"formula": "C3H4N2O", "method": "the ωB97M-V functional and the def2-TZVPD basis", "species": ["C", "H", "N", "C", "H", "H", "O", "C", "N", "H"], "coordinates": [[1.308355, -0.612735, 0.225554], [-1.014500, 1.249387, 0.241130], [1.271390, 0.631023, 0.083310], [-2.031652, 0.955197, 0.450769], [2.155045, 1.059876, 0.353333], [2.111996, -1.235094, 0.621405], [0.207096, -1.406225, -0.091919], [-0.654732, -1.100106, -1.049466], [-3.110465, 0.628685, 0.687470], [-0.242535, -0.170009, -1.521590]], "atomic_forces_ev_per_a": [[0.2, 0.4, 0.0], [-0.2, 0.0, 0.1], [0.1, -0.3, 0.1], [-0.6, -0.1, 0.2], [-0.1, 0.0, 0.0], [-0.1, 0.1, -0.1], [-0.2, -0.1, -0.2], [0.4, 0.0, 0.1], [0.8, 0.3, -0.2], [-0.1, -0.1, 0.0]], "lowdin_charge": [-0.258, 0.023, 0.131, -0.111, 0.077, 0.139, -0.141, 0.064, 0.071, 0.005], "e_above_lowest_kcal_mol": 116.8, "total_charge": 0, "homo_ev": -9.32}

{"formula": "C27H22BIrN5O2S2", "method": "the ωB97M-V functional and the def2-TZVPD basis", "species": ["H", "H", "C", "C", "C", "N", "N", "H", "C", "C", "H", "C", "N", "C", "H", "C", "C", "H", "N", "H", "H", "C", "H", "Ir", "C", "C", "C", "C", "H", "O", "C", "C", "H", "S", "C", "H", "C", "C", "H", "C", "H", "C", "S", "H", "C", "H", "N", "B", "C", "C", "C", "H", "H", "C", "H", "O", "H", "C", "H", "H"], "coordinates": [[-4.182136, -3.038604, -1.475530], [-0.719177, -2.111969, 5.580884], [4.304259, -0.358848, 0.520093], [-0.443621, -3.803220, -1.371313], [-2.294439, -2.153131, -0.953052], [-5.165519, 1.460935, -0.590578], [-0.079828, -1.402754, -1.338135], [-0.976811, -1.905536, 1.304853], [3.349824, 0.398577, -0.118300], [-0.137694, 4.839821, -1.485954], [-1.049927, 6.219988, -0.120986], [4.566969, 0.424956, -2.209294], [-3.726839, -0.339848, -0.721631], [-0.249191, 2.027979, 1.645821], [-1.110721, -4.643091, -1.251864], [-0.630504, 5.231684, -0.249044], [-0.615805, 4.345787, 0.820891], [1.806591, -0.787270, -1.877371], [-0.549415, 0.824534, 1.254594], [-5.317155, 2.452413, -0.661031], [-4.482206, -0.986954, -0.545226], [0.428529, 3.583301, -1.646408], [-5.968916, 0.863765, -0.690156], [-0.986782, 0.393159, -0.878556], [-0.852097, -1.424679, 2.262754], [1.702764, -2.907605, -1.894244], [0.481516, 2.679394, -0.575839], [5.545511, -0.335333, -1.570264], [4.653152, 0.721042, -3.244994], [2.147836, 0.849493, 0.370926], [-0.436127, -0.168596, 4.756308], [0.872216, -4.014032, -1.698485], [-3.062638, -4.132503, -0.681940], [-0.059382, 2.245431, 3.341066], [-0.921448, -2.491072, -1.216412], [-1.054844, 4.626319, 1.769906], [-0.686722, -1.522098, 4.675455], [5.417143, -0.716737, -0.238292], [2.737025, -3.012562, -2.188988], [-0.097800, 3.074597, 0.645756], [0.874953, 3.309999, -2.592277], [-3.413923, -3.106505, -0.698990], [-2.597732, 2.029951, -1.001722], [-0.266189, 0.311488, 5.709841], [-3.911211, 1.001527, -0.761092], [-1.055919, -3.213028, 3.404095], [-2.472278, -0.848045, -0.966766], [1.551005, 1.541212, -0.682294], [-0.885346, -2.145390, 3.436732], [3.478503, 0.781188, -1.446181], [1.194997, -1.649977, -1.706213], [6.201095, -1.304689, 0.218389], [4.191027, -0.654770, 1.553085], [-0.398101, 0.559883, 3.569453], [-3.889341, -2.922394, 0.270421], [2.356167, 1.483027, -1.823529], [6.425373, -0.633480, -2.123259], [-0.614820, -0.052696, 2.331806], [1.245890, -5.020123, -1.825851], [-0.169719, 5.526113, -2.321066]], "atomic_forces_ev_per_a": [[0.0, 0.0, 0.0], [0.0, 0.0, 0.0], [0.0, 0.0, 0.0], [0.3, 0.0, -0.1], [1.0, -0.9, -0.1], [0.1, 0.0, 0.0], [0.1, -0.5, 0.0], [0.0, 0.0, -0.1], [0.1, -0.1, -0.2], [0.0, 0.0, 0.0], [0.0, 0.0, 0.0], [0.0, 0.0, 0.0], [-0.3, 0.8, 0.0], [-0.1, 0.0, 0.1], [-0.1, 0.0, 0.0], [0.0, -0.1, 0.0], [0.0, 0.0, 0.0], [0.1, 0.1, 0.0], [0.2, 0.0, 0.2], [0.0, 0.0, 0.0], [0.0, 0.0, 0.0], [0.0, 0.1, 0.1], [0.0, 0.0, 0.0], [-0.2, -0.3, 0.5], [0.0, 0.0, 0.0], [0.1, 0.2, 0.0], [-0.2, -0.1, -0.4], [0.0, 0.0, 0.0], [0.0, 0.0, 0.0], [-0.2, 0.2, 0.0], [0.0, 0.0, 0.0], [-0.3, -0.1, 0.0], [0.0, 0.0, 0.0], [0.0, 0.0, 0.0], [-0.7, 0.2, 0.2], [0.0, 0.0, 0.0], [0.0, 0.0, 0.0], [0.0, 0.0, 0.0], [0.0, 0.0, 0.0], [0.0, 0.0, -0.1], [0.0, 0.0, 0.0], [0.0, 0.0, 0.0], [-0.4, 0.3, 0.2], [0.0, 0.0, 0.0], [-0.1, -0.6, 0.0], [0.0, 0.0, 0.0], [-0.1, 1.0, -0.6], [0.8, 0.1, 0.0], [0.0, 0.0, 0.0], [0.0, -0.1, 0.1], [-0.1, -0.1, 0.0], [0.0, 0.0, 0.0], [0.0, 0.0, 0.0], [0.0, 0.0, 0.0], [0.0, 0.0, 0.0], [-0.2, -0.1, 0.1], [0.0, 0.0, 0.0], [0.0, 0.0, -0.1], [0.0, 0.0, 0.0], [0.0, 0.0, 0.0]], "lowdin_charge": [0.095, 0.112, 0.022, -0.010, -0.298, 0.110, -0.075, 0.089, -0.196, -0.042, 0.117, 0.020, 0.023, -0.546, 0.108, -0.039, -0.027, 0.092, -0.026, 0.105, 0.144, -0.020, 0.116, 0.999, 0.000, -0.037, -0.134, -0.072, 0.126, 0.188, -0.072, -0.051, 0.075, 1.176, -0.237, 0.118, -0.069, -0.072, 0.114, -0.243, 0.128, -0.016, 0.765, 0.115, -0.762, 0.109, -0.182, -0.604, -0.062, -0.212, -0.095, 0.107, 0.125, -0.439, 0.091, 0.174, 0.108, -0.268, 0.114, 0.117], "e_above_lowest_kcal_mol": 0.0, "total_charge": 1, "homo_ev": [-9.81, -8.83]}